(1)
5 unconnected molecules or ions with the total composition C16H34Br2N2O8. Source: OMol25; level of theory: ωB97M-V/def2-TZVPD.

Energy above the lowest of the compared OMol25 structures with the same formula, charge and spin ... 62.4 kcal/mol
HOMO-LUMO gap ... 9.793 eV
Structure (SMILES) ... CCOC(=O)OC.CCOC(=O)OC.CN(C)C=O.CN(C)C=O.BrCCBr
Max |F| ... 4.4 eV/Å
LUMO level ... 0.51 eV
Charge ... 0

Structure (XYZ):
```
62
C16H34Br2N2O8 ωB97M-V/def2-TZVPD
C 1.90494 -5.07442 -12.98798
C 0.64955 -4.43321 -13.18889
O 0.59097 -3.18005 -12.59657
C -0.31223 -2.24274 -12.76507
O -1.13324 -2.26141 -13.66900
O -0.07252 -1.34790 -11.80555
C -1.17474 -0.47084 -11.28762
H 2.75235 -4.48779 -13.34275
H 1.87235 -5.99324 -13.57347
H 1.92315 -5.32270 -11.92679
H -0.19041 -5.04805 -12.86558
H 0.49803 -4.49187 -14.26671
H -1.70703 -1.08895 -10.56463
H -1.92366 -0.18514 -12.02626
H -0.81752 0.25912 -10.56122
C 1.37334 6.18770 -10.46110
C 2.00447 5.55151 -9.19417
O 1.40997 5.72194 -7.90475
C 0.11617 5.40544 -7.65675
O -0.62022 4.92586 -8.51188
O -0.17404 5.45783 -6.35226
C 0.65513 6.16251 -5.37487
H 0.96285 7.17833 -10.26555
H 0.57458 5.62163 -10.94032
H 1.95918 6.17246 -11.38016
H 3.00211 5.99053 -9.18648
H 2.25700 4.50665 -9.37470
H 1.07653 7.13106 -5.64399
H 1.47474 5.52845 -5.03678
H 0.06675 6.42116 -4.49452
C 2.75371 -1.38521 -16.28226
O 2.50838 -1.17198 -15.14896
N 1.81413 -1.66999 -17.23048
C 2.15335 -1.68294 -18.68062
C 0.33479 -1.63838 -16.84340
H 3.73305 -1.48619 -16.77510
H 1.41438 -1.01050 -19.11633
H 2.02010 -2.62793 -19.20724
H 3.18452 -1.39979 -18.89184
H -0.16040 -0.69832 -17.08666
H -0.18688 -2.49173 -17.27670
H 0.31248 -1.65536 -15.75376
C 0.98961 -0.79832 -7.97866
O -0.27929 -0.69386 -8.10967
N 1.77075 0.29536 -7.65226
C 3.14890 0.10329 -7.30970
C 1.27462 1.66120 -7.55026
H 1.56273 -1.72221 -8.15234
H 3.61078 -0.59725 -8.00541
H 3.30321 0.01659 -6.23417
H 3.66175 1.00449 -7.64575
H 1.89135 2.44767 -7.98524
H 0.42141 1.76365 -8.22081
H 0.94239 1.93365 -6.54852
Br 3.76121 -0.97179 -11.05646
C 2.97214 0.69671 -11.90961
C 2.19818 1.50552 -10.84642
Br 0.91493 2.76178 -11.71293
H 2.24116 0.36374 -12.64642
H 3.75628 1.18444 -12.48869
H 2.78967 2.06397 -10.12091
H 1.55398 0.75089 -10.39515
```

These are the Löwdin partial charges, in e, on atoms 1 to 5:
1. C -0.083
2. C -0.302
3. O 0.047
4. C -0.593
5. O 0.107



(2)
3 unconnected molecules or ions with the total composition C4H12NO4. Source: OMol25; level of theory: ωB97M-V/def2-TZVPD.

Energy above the lowest of the compared OMol25 structures with the same formula, charge and spin ... 47.8 kcal/mol
HOMO-LUMO gap ... 8.154 eV
Max |F| ... 2.7 eV/Å
LUMO level ... 3.66 eV
Charge ... -1

Structure (XYZ):
```
21
C4H12NO4 ωB97M-V/def2-TZVPD
C 2.80278 0.24859 -1.05932
N 1.54552 -0.42397 -1.35094
C -0.79056 -0.31115 -1.86789
C 0.28409 -0.08937 -0.76186
C -0.03638 -1.26439 0.27545
O -0.32191 -1.09570 1.50961
O -0.05202 -2.40649 -0.22550
H 3.59109 -0.30642 -1.61587
H 3.00812 0.29190 0.03330
H 2.91435 1.19559 -1.60720
H 1.72760 -1.41481 -1.20519
H -1.28018 0.50083 -2.36343
H -0.46082 -1.05693 -2.61317
H -1.60314 -0.96232 -1.46542
H 0.11808 0.92967 -0.39378
H -1.05451 2.53712 1.49484
H -0.63617 2.74136 0.10849
O -1.32884 3.08165 0.70131
H -1.27639 0.76572 3.09996
H -1.42922 0.16565 1.83343
O -1.68688 1.05025 2.27684
```

These are the Löwdin partial charges, in e, on atoms 1 to 5:
1. C -0.148
2. N -0.120
3. C -0.075
4. C -0.293
5. C -0.644



(3)
C3H4O2S in the gas phase. Source: OMol25; level of theory: ωB97M-V/def2-TZVPD.

Energy above the lowest of the compared OMol25 structures with the same formula, charge and spin ... 41.2 kcal/mol
HOMO-LUMO gap ... 10.652 eV
Structure (SMILES) ... O=C(S)[C@@H]1CO1
Max |F| ... 2.9 eV/Å
LUMO level ... 0.58 eV
Charge ... 0

Structure (XYZ):
```
10
C3H4O2S ωB97M-V/def2-TZVPD
C 1.00727 0.67902 0.11854
C -0.18354 -0.29680 0.03410
C -1.53581 0.18415 -0.31102
H 2.18417 -1.41250 0.05757
H 0.11886 -1.33528 -0.20640
H -2.14460 -0.62313 -0.76295
H -1.79871 1.24539 -0.42305
O 0.90517 1.83546 0.27473
O -1.12456 -0.14706 1.02110
S 2.57175 -0.12927 0.19739
```

These are the Löwdin partial charges, in e, on atoms 1 to 5:
1. C -0.766
2. C -0.336
3. C -0.059
4. H -0.128
5. H 0.126



(4)
C3H5NO2 in the gas phase. Source: OMol25; level of theory: ωB97M-V/def2-TZVPD.

Energy above the lowest of the compared OMol25 structures with the same formula, charge and spin ... 81.5 kcal/mol
HOMO-LUMO gap ... 9.318 eV
Structure (SMILES) ... CNC(=O)C=O
Max |F| ... 4.6 eV/Å
LUMO level ... 0.04 eV
Charge ... 0

Structure (XYZ):
```
11
C3H5NO2 ωB97M-V/def2-TZVPD
C -1.08784 1.46473 -0.03934
N 0.00518 0.44893 -0.15832
C -0.06300 -0.81319 0.25965
O -0.78604 -1.56409 0.84173
C 1.53869 -1.44355 -0.13494
O 1.93046 -1.72345 -1.24468
H -1.83752 1.32984 -0.83445
H -1.60886 1.39452 0.92778
H -0.67435 2.46776 -0.13942
H 1.08489 0.13709 -0.22274
H 2.03099 -1.84533 0.77331
```

These are the Löwdin partial charges, in e, on atoms 1 to 5:
1. C -0.039
2. N 0.016
3. C -0.496
4. O 0.107
5. C -0.170



(5)
8 unconnected molecules or ions with the total composition C42H92O6S2. Source: OMol25; level of theory: ωB97M-V/def2-TZVPD.

Energy above the lowest of the compared OMol25 structures with the same formula, charge and spin ... 66.1 kcal/mol
HOMO-LUMO gap ... 9.503 eV
Structure (SMILES) ... CCOS(C)(=O)=O.CCOS(C)(=O)=O.c1ccccc1.CCCCCC.CCCCCC.CCCCCC.CCCCCC.CCCCCC
Max |F| ... 3.1 eV/Å
LUMO level ... 0.15 eV
Charge ... 0

Structure (XYZ):
```
142
C42H92O6S2 ωB97M-V/def2-TZVPD
O 0.71491 -10.26535 3.01834
S 1.79262 -9.48661 3.61841
O 2.76516 -8.72090 2.82783
O 0.99770 -8.48326 4.69550
C 1.83033 -7.56278 5.43970
C 0.88426 -6.58872 6.12507
C 2.58495 -10.59166 4.86226
H 2.49802 -6.97969 4.80543
H 2.53704 -8.07929 6.08922
H 1.38836 -6.06861 6.93961
H 0.20697 -7.24102 6.67634
H 0.38832 -5.93364 5.40884
H 3.03970 -11.44841 4.36500
H 1.78608 -10.98036 5.49378
H 3.25514 -9.96540 5.45111
O 6.25719 -0.11851 6.65959
S 4.91527 -0.66496 6.76140
O 4.70610 -1.96727 7.45652
O 3.87942 0.36099 7.42108
C 3.65091 0.21640 8.83943
C 3.18133 1.55971 9.34808
C 4.17957 -0.77048 5.04888
H 4.56231 -0.11059 9.33997
H 2.93960 -0.57008 9.09157
H 2.26083 1.84350 8.83794
H 3.70661 2.36896 8.84086
H 3.20429 1.73737 10.42326
H 4.97605 -1.10885 4.38615
H 3.88814 0.25794 4.83553
H 3.28350 -1.38880 4.99570
C 1.38378 -1.20414 -1.11234
C 0.01756 -1.27249 -0.88402
C -0.53017 -2.37362 -0.26750
C 0.27562 -3.45702 0.08972
C 1.59995 -3.50267 -0.29014
C 2.12778 -2.34448 -0.88908
H 1.74483 -0.26745 -1.51065
H -0.53823 -0.39284 -1.17336
H -1.57922 -2.31698 -0.01715
H -0.18860 -4.26502 0.63565
H 2.16298 -4.39593 -0.06327
H 3.14203 -2.36206 -1.25974
C 6.51317 -7.04443 -4.03619
C 7.79827 -7.21947 -4.83302
C 9.11505 -6.77327 -4.14774
C 10.45315 -7.03701 -4.89299
C 11.71394 -7.13373 -3.98764
C 12.36918 -5.73661 -3.82685
H 6.57528 -7.29624 -2.97750
H 5.64603 -7.48634 -4.52699
H 6.23123 -5.99200 -4.00427
H 7.94325 -8.26080 -5.12064
H 7.75718 -6.53929 -5.68376
H 9.12640 -7.18453 -3.13837
H 8.99997 -5.71612 -3.90842
H 10.38981 -8.04823 -5.29489
H 10.59315 -6.43240 -5.78906
H 11.51894 -7.55239 -3.00031
H 12.40753 -7.75489 -4.55437
H 13.34593 -5.80042 -3.34729
H 12.69803 -5.27902 -4.75989
H 11.78519 -4.89809 -3.44746
C -1.87670 2.56480 -7.21118
C -3.22057 1.93639 -7.48170
C -3.64463 2.10583 -8.96550
C -3.95026 3.58382 -9.43414
C -4.96387 4.39864 -8.59542
C -5.37677 5.70034 -9.12008
H -1.06679 2.16739 -7.82290
H -1.63603 2.42567 -6.15722
H -1.92758 3.62729 -7.44913
H -3.15816 0.84858 -7.45244
H -3.95172 2.22334 -6.72594
H -4.52351 1.51820 -9.23072
H -2.86175 1.75883 -9.63988
H -3.01439 4.12259 -9.58238
H -4.40588 3.49196 -10.42008
H -5.85999 3.78904 -8.47945
H -4.58371 4.53544 -7.58306
H -4.48215 6.30440 -9.27134
H -5.86550 5.65821 -10.09346
H -5.95602 6.31948 -8.43507
C 0.78557 6.73089 -2.13215
C -0.38404 7.66919 -1.75391
C -0.61900 8.87028 -2.72198
C 0.39360 9.99014 -2.45398
C 0.08133 11.21965 -3.29643
C 1.14396 12.35825 -3.09898
H 1.72640 7.08675 -1.71228
H 0.90374 6.69886 -3.21525
H 0.71588 5.71464 -1.74423
H -1.29553 7.07661 -1.67556
H -0.14634 7.93036 -0.72270
H -1.55828 9.37341 -2.49239
H -0.76871 8.59607 -3.76625
H 0.36106 10.25818 -1.39795
H 1.38197 9.56556 -2.62991
H -0.06373 11.01819 -4.35779
H -0.91671 11.61311 -3.10355
H 1.52896 12.43042 -2.08180
H 1.98728 12.22191 -3.77597
H 0.79581 13.32472 -3.46346
C -6.15981 -1.25716 7.50244
C -5.03625 -1.67970 8.51535
C -3.75047 -2.08797 7.81682
C -2.56342 -1.07939 8.02552
C -2.60771 0.09836 7.04946
C -2.31114 -0.20227 5.58993
H -6.38991 -1.96461 6.70578
H -5.92889 -0.28610 7.06448
H -7.09430 -1.19356 8.05992
H -4.78776 -0.83355 9.15595
H -5.39375 -2.49408 9.14549
H -3.84353 -2.28674 6.74914
H -3.39515 -2.98291 8.32763
H -2.48674 -0.72925 9.05490
H -1.58475 -1.52705 7.85255
H -3.54337 0.60422 7.28771
H -1.84567 0.77797 7.43093
H -1.43022 -0.82388 5.42969
H -3.21656 -0.65183 5.18224
H -2.05334 0.73768 5.10195
C -7.16417 -0.00737 0.49907
C -6.92377 1.42966 0.05148
C -7.38847 1.55060 -1.39264
C -6.78935 2.83656 -2.05953
C -7.65820 4.07752 -1.71801
C -7.03367 5.34821 -2.20444
H -6.86838 -0.80382 -0.18377
H -8.23879 0.00240 0.68122
H -6.59742 -0.16875 1.41605
H -7.42534 2.18057 0.66195
H -5.87143 1.67166 0.20015
H -8.47603 1.62322 -1.38660
H -7.06673 0.70110 -1.99508
H -5.72325 2.94931 -1.86249
H -6.93848 2.75901 -3.13649
H -8.52407 3.86098 -2.34369
H -8.04192 4.09949 -0.69802
H -6.03490 5.41181 -1.77257
H -6.80039 5.38560 -3.26853
H -7.60005 6.21758 -1.87052
```

These are the Löwdin partial charges, in e, on atoms 1 to 5:
1. O -0.303
2. S 0.684
3. O -0.302
4. O -0.271
5. C -0.294



(6)
3 unconnected molecules or ions with the total composition H5N2OP. Source: OMol25; level of theory: ωB97M-V/def2-TZVPD.

Energy above the lowest of the compared OMol25 structures with the same formula, charge and spin ... 143.6 kcal/mol
HOMO-LUMO gap (alpha / beta) ... 9.005 / 6.650 eV
Max |F| ... 4.9 eV/Å
LUMO level (alpha / beta) ... 0.11 / -0.22 eV
Charge ... 0

Structure (XYZ):
```
9
H5N2OP ωB97M-V/def2-TZVPD
N 0.51690 0.62540 2.48949
N -0.63081 -1.41403 -0.44716
O 0.00950 -0.31418 1.61723
P 0.71795 -0.76085 0.35339
H -0.05108 0.61669 3.33986
H 0.63601 0.65489 -3.08882
H -0.53581 -1.69753 -1.36470
H -1.37477 -1.73621 0.08651
H 1.28412 0.72857 -2.53775
```

These are the Löwdin partial charges, in e, on atoms 1 to 5:
1. N -0.035
2. N -0.196
3. O -0.575
4. P 0.793
5. H 0.015



(7)
2 unconnected molecules or ions with the total composition C6H8N4. Source: OMol25; level of theory: ωB97M-V/def2-TZVPD.

Energy above the lowest of the compared OMol25 structures with the same formula, charge and spin ... 85.6 kcal/mol
HOMO-LUMO gap ... 9.851 eV
Max |F| ... 4.8 eV/Å
LUMO level ... 0.78 eV
Charge ... 0

Structure (XYZ):
```
18
C6H8N4 ωB97M-V/def2-TZVPD
C -2.75913 0.64992 0.21206
C -1.96109 0.90372 1.30278
C -2.23185 -0.04180 -0.85104
C -0.61795 0.70761 1.15593
C -0.86165 -0.38445 -0.84111
C 2.58860 -0.19796 -1.08304
N 2.34348 -1.46264 2.10393
N 2.55034 -1.00585 1.10607
N -0.07045 0.08905 0.13240
N 3.06532 -0.46402 0.21856
H -3.91180 0.80791 0.06258
H -2.57457 1.34415 2.11664
H -2.89885 -0.24341 -1.62408
H 0.22067 0.98664 1.85515
H -0.38904 -1.00001 -1.58424
H 2.19897 0.77327 -1.06823
H 3.50296 -0.45435 -1.72954
H 1.80604 -1.00775 -1.48483
```

These are the Löwdin partial charges, in e, on atoms 1 to 5:
1. C -0.105
2. C -0.083
3. C -0.075
4. C -0.168
5. C -0.111



(8)
C9H21BO3 in the gas phase. Source: OMol25; level of theory: ωB97M-V/def2-TZVPD.

Energy above the lowest of the compared OMol25 structures with the same formula, charge and spin ... 0.0 kcal/mol
HOMO-LUMO gap ... 10.899 eV
Structure (SMILES) ... CC(C)OB(OC(C)C)OC(C)C
Max |F| ... 1.7 eV/Å
LUMO level ... 0.79 eV
Charge ... 0

Structure (XYZ):
```
34
C9H21BO3 ωB97M-V/def2-TZVPD
O 0.41433 -0.44309 -1.27640
O 0.09838 -0.81355 1.05382
O -0.98431 1.09856 0.05153
B -0.15637 0.00064 -0.06216
C -0.21252 -0.87134 -3.65838
C 1.00128 1.21981 -2.92016
C 2.52345 -1.22456 1.16914
C 0.82713 -2.85487 2.11089
C -2.84363 2.30950 1.05179
C -0.81162 1.66775 2.41718
C 0.02623 0.15677 -2.50567
C 1.11433 -1.80471 1.03519
C -1.73371 1.28372 1.27147
H 0.61468 -1.58330 -3.72967
H -0.27291 -0.36816 -4.61479
H -1.11504 -1.46824 -3.44995
H 1.08626 1.96988 -2.14425
H 0.66649 1.73771 -3.80932
H 1.98292 0.78192 -3.13082
H 2.66609 -0.24285 0.68791
H 2.78634 -1.03900 2.22681
H 3.27618 -1.89878 0.75351
H 0.43358 -2.39950 3.01418
H 0.10827 -3.59174 1.78519
H 1.70045 -3.41208 2.42176
H -2.40999 3.31288 0.92786
H -3.41292 2.15694 0.11275
H -3.54646 2.33523 1.89545
H -0.19579 0.81475 2.74394
H -0.17189 2.47931 2.09977
H -1.40437 2.03433 3.26309
H -0.95360 0.62891 -2.26632
H 1.07818 -2.25992 0.02546
H -2.17943 0.28706 1.44921
```

These are the Löwdin partial charges, in e, on atoms 1 to 5:
1. O 0.085
2. O 0.073
3. O 0.102
4. B -0.690
5. C -0.028